[1]
This record from the Open Molecules 2025 dataset describes a structure of composition C52H143N13O17SSr in a non-equilibrium geometry. The level of theory is the ωB97M-V functional and the def2-TZVPD basis.

* LUMO: -0.023 eV
* strongest force on any atom: 3.0 eV Å⁻¹
* orbital gap: 0.3042 hartree
* energy: -122091.1713 eV
* E_HOMO: -0.305 Eh

Element x y z (Å)
Sr1 20.518325 12.979136 16.632885
S1 17.736940 14.243493 16.063938
O1 16.959803 13.397685 15.144710
O2 22.145460 17.828228 14.220031
O3 19.088084 16.354378 22.992751
O4 20.352503 18.191611 18.410611
O5 10.640716 13.734291 16.013706
O6 22.471989 13.300129 14.624661
O7 20.426968 8.729482 18.594224
O8 11.870978 16.351847 20.297725
O9 15.582648 9.838461 20.754440
O10 18.974711 14.711575 15.380757
O11 14.934971 10.053056 11.263001
O12 20.345631 12.565814 19.216457
O13 17.224666 12.317175 9.110058
O14 16.939800 15.361166 16.562949
O15 15.682240 19.494491 18.316461
O16 18.134147 13.314578 17.199938
O17 12.662669 17.974658 11.871316
N1 22.281739 11.265905 17.530408
N2 14.456754 15.569651 17.831667
N3 15.676390 17.310262 22.226764
N4 20.838448 15.584099 17.448391
N5 20.350410 11.940269 13.810120
N6 14.183799 13.037859 15.565699
N7 15.461409 16.055884 13.170249
N8 16.947991 17.877682 15.429990
N9 17.338240 10.725789 13.973525
N10 15.677484 10.820147 17.286346
N11 18.721120 14.020183 12.021992
N12 18.789247 17.274815 12.776100
N13 19.235252 10.494692 16.626095
C1 13.299143 16.886631 12.511777
C2 20.782936 15.946418 19.907737
C3 12.925040 13.698988 15.299760
C4 19.202299 8.372889 17.858946
C5 16.834205 15.676809 20.792716
C6 21.313646 11.642815 19.717674
C7 15.446442 19.185552 16.977802
C8 13.745107 9.941189 18.577364
C9 9.721731 13.056932 16.836129
C10 20.176791 17.124653 23.404068
C11 18.100683 17.192261 22.491266
C12 17.102388 20.297985 15.496621
C13 11.934013 13.226890 16.341967
C14 16.680489 10.023938 12.881251
C15 14.663137 20.346105 18.834300
C16 11.220912 17.930586 12.096355
C17 20.753634 18.293144 11.625824
C18 22.644950 18.206157 15.506917
C19 23.234124 14.504341 14.815723
C20 15.565307 10.879958 12.210059
C21 12.731583 15.516534 19.548092
C22 12.310604 16.815941 17.352623
C23 18.097086 12.574642 10.118793
C24 22.417945 12.819057 13.294842
C25 19.929598 19.427311 18.021684
C26 23.171526 13.043093 18.795988
C27 16.407597 9.176104 21.683579
C28 16.112343 8.696631 13.428061
C29 13.362113 16.402407 18.397522
C30 19.238155 12.749620 20.076584
C31 21.640038 10.881375 11.827059
C32 16.843007 16.328627 22.193837
C33 22.574142 11.640485 18.871633
C34 20.256057 17.462710 12.817193
C35 14.806992 16.952193 12.301391
C36 16.734702 19.078382 16.222851
C37 20.014813 15.892302 18.605516
C38 21.647177 11.540984 13.288124
C39 20.191761 8.275461 19.918193
C40 15.130219 16.672212 10.853163
C41 14.046010 10.822754 10.450105
C42 18.262543 14.972615 9.780375
C43 17.860816 13.942368 10.810038
C44 19.214945 9.030092 16.534899
C45 19.335413 17.227622 18.409974
C46 12.511408 13.249952 13.898580
C47 11.435600 15.637067 21.448954
C48 17.665449 11.156229 8.415581
C49 20.731077 17.944703 14.128985
C50 20.393958 8.535724 15.765846
C51 15.042828 10.614420 18.589468
C52 16.100983 9.918655 19.473623
H1 22.727450 15.434951 14.434382
H2 19.201257 7.232643 17.815346
H3 23.448546 12.676782 12.942236
H4 14.833099 11.518478 19.160588
H5 17.634917 10.337763 9.217491
H6 16.638439 8.137707 21.279747
H7 23.266794 10.890361 19.318471
H8 16.165151 14.823332 20.729454
H9 21.854563 10.397252 17.328083
H10 11.542883 13.594188 13.506601
H11 17.400820 9.622575 21.681475
H12 14.727256 15.867358 16.885306
H13 20.472964 9.163611 14.865616
H14 17.596562 14.936434 8.936161
H15 15.459870 8.148735 12.695013
H16 14.635260 11.656153 10.035356
H17 23.808085 12.998804 17.915708
H18 18.689514 11.275225 8.047782
H19 16.393505 20.403085 14.633932
H20 21.635331 16.587875 19.678715
H21 21.856666 18.028765 16.250276
H22 18.858994 11.820224 20.548906
H23 18.333035 8.735439 18.366681
H24 22.345000 13.740647 18.553490
H25 23.206003 11.211175 17.090338
H26 14.868545 18.228062 17.032453
H27 17.891136 17.931005 23.225545
H28 19.766413 11.135595 13.795564
H29 20.773496 16.486450 12.721838
H30 19.690402 19.362492 16.929303
H31 12.259885 15.335910 22.124946
H32 13.218396 13.681443 13.216796
H33 19.352431 8.853112 20.357568
H34 21.480679 16.356173 17.350448
H35 21.200809 9.887428 11.998288
H36 19.887226 12.656739 13.277959
H37 19.857250 17.921878 24.112643
H38 16.816058 14.016808 11.098487
H39 16.988370 10.917154 7.621950
H40 19.141885 12.563841 9.765158
H41 14.599088 17.268920 10.141309
H42 20.017574 7.191284 19.903936
H43 22.905538 19.303015 15.539319
H44 16.715657 10.532597 14.813027
H45 14.988805 15.255013 13.536751
H46 13.732370 9.075191 17.892919
H47 18.174908 13.715578 12.837683
H48 12.550959 12.164613 13.709101
H49 17.056269 21.187565 16.170180
H50 18.338838 8.643293 16.007713
H51 20.716294 19.373348 11.794921
H52 20.617527 17.648083 22.546800
H53 13.659454 19.983452 18.555145
H54 21.094481 8.427506 20.533701
H55 14.973794 10.984832 16.573821
H56 12.220852 13.577232 17.314682
H57 20.180570 15.650534 16.668456
H58 20.880450 16.423932 23.856878
H59 13.047926 15.922495 12.028104
H60 23.704261 13.434857 19.674361
H61 22.069063 10.848880 14.024678
H62 16.867188 8.096434 13.919147
H63 12.955264 14.800831 15.400728
H64 12.000763 12.144169 16.288873
H65 17.812972 15.271160 20.522183
H66 15.482350 9.002791 14.253626
H67 10.821935 18.927645 12.085289
H68 18.081128 20.251980 15.038070
H69 19.271428 14.620233 9.424458
H70 16.357294 15.739167 12.861730
H71 20.418589 18.961297 14.251254
H72 14.927598 16.993826 21.624007
H73 10.861680 14.748309 21.125934
H74 21.228037 14.992046 20.074385
H75 21.325419 8.517760 16.278319
H76 14.834589 13.350474 14.853303
H77 13.016845 10.618781 18.147074
H78 14.936144 11.202069 13.052537
H79 14.772942 20.450235 19.914207
H80 10.828054 16.315976 22.045708
H81 18.350646 16.049493 10.093053
H82 13.582123 15.149816 20.157027
H83 17.031624 17.095781 16.075710
H84 18.420923 17.069798 13.729086
H85 16.552517 16.451094 20.076588
H86 16.735801 15.522424 22.939720
H87 16.065825 17.644167 14.911199
H88 21.858768 13.529591 12.630663
H89 12.275095 14.640027 19.011148
H90 19.125956 19.880835 18.629382
H91 9.910038 13.304892 17.866359
H92 18.073332 11.832478 10.948476
H93 16.335162 8.887867 19.096128
H94 20.244678 18.009568 10.687082
H95 24.194947 14.363290 14.293687
H96 8.765042 13.263107 16.418426
H97 18.401829 13.059539 19.417437
H98 12.794476 17.531658 16.677250
H99 18.441365 17.705441 21.588412
H100 18.341633 18.020841 12.279927
H101 14.804359 19.991261 16.534649
H102 19.478194 13.501811 20.895832
H103 15.894630 9.114991 22.615458
H104 13.322991 11.211676 11.190914
H105 20.815104 10.674524 19.884584
H106 15.029169 18.011581 12.495412
H107 13.475969 9.619664 19.534930
H108 18.729403 15.030041 12.160773
H109 23.535885 17.646767 15.754186
H110 17.543366 11.719192 13.952174
H111 11.527649 17.296869 17.886584
H112 17.025842 10.498210 19.525549
H113 14.574004 13.526715 16.398727
H114 16.197322 16.898529 10.699933
H115 15.387119 17.399345 23.151084
H116 17.441168 18.963393 17.058280
H117 17.427238 9.813697 12.142188
H118 21.616375 12.051646 20.713698
H119 18.851104 10.858379 15.789477
H120 10.772985 17.302060 11.290209
H121 9.847783 11.973620 16.674842
H122 19.206509 15.137070 18.629470
H123 13.053599 16.743674 13.620876
H124 20.247695 17.341351 14.943715
H125 22.630323 10.672159 11.428818
H126 20.297612 16.343507 20.774658
H127 18.496782 10.778610 17.296308
H128 20.996409 11.461452 11.116160
H129 18.590481 17.395934 19.171977
H130 14.893280 15.653778 10.498308
H131 20.785333 20.119002 18.105466
H132 13.674003 17.358122 18.914255
H133 11.055185 17.492986 13.106454
H134 20.298316 7.540424 15.286175
H135 16.223168 11.659576 17.249423
H136 18.924810 17.213956 17.375278
H137 21.834752 18.098994 11.451312
H138 14.747717 21.409943 18.516638
H139 11.961297 15.971780 16.740808
H140 15.958713 11.783450 11.729533
H141 15.306655 15.595519 18.367343
H142 13.576488 10.264968 9.615285
H143 23.487585 14.718497 15.882722

Force components x, y, z for each atom (eV/Å):
Sr -0.3 0.1 -0.9
S -1.4 -1.1 -0.1
O 0.2 0.2 -0.6
O 0.3 -0.1 0.4
O 0.4 -0.4 0.1
O 0.7 -0.8 1.4
O 0.8 -0.6 0.3
O 0.0 0.9 1.4
O -1.5 -0.4 0.0
O 0.2 -1.2 0.5
O -0.6 0.0 1.4
O 0.7 0.0 0.3
O -0.3 -0.1 -0.8
O 0.3 -0.5 -0.5
O -0.7 -0.3 -1.5
O 0.5 -0.3 0.4
O -0.1 1.5 1.4
O 0.6 0.6 -0.1
O -0.9 -0.1 0.9
N 1.6 0.8 -2.0
N -1.1 0.8 -0.7
N 1.9 -1.2 -1.7
N 0.2 -0.5 0.0
N 0.1 -0.8 0.8
N 0.7 1.2 1.0
N 0.9 -0.1 1.4
N -1.6 -0.1 -0.7
N -0.9 -1.4 2.2
N -0.8 -0.6 -0.2
N -0.8 0.5 -0.3
N 1.1 -1.0 0.8
N -0.5 -0.2 1.9
C 0.1 -1.3 0.4
C 1.5 0.0 -1.4
C -1.0 -0.4 -0.2
C 1.5 -0.8 0.7
C 0.6 0.3 0.5
C -0.2 0.8 1.8
C -2.1 -0.3 -0.6
C -0.6 -1.0 -2.6
C 0.6 -0.8 -1.2
C 0.2 0.2 0.3
C -1.2 -1.6 -0.9
C -0.8 1.8 -1.1
C 0.0 0.6 -1.5
C -0.3 0.5 -0.5
C 0.1 0.5 0.2
C 1.3 -1.3 0.0
C 0.9 -0.2 -0.2
C -0.8 1.2 -0.5
C 0.3 0.6 -0.5
C 0.8 -1.0 0.9
C 1.1 1.0 -1.9
C 1.7 -0.7 -0.2
C 1.1 0.7 2.7
C 0.5 0.8 -0.6
C 0.4 1.8 -1.4
C -0.4 0.1 -0.4
C 0.6 -1.4 -2.4
C -0.8 0.7 -0.5
C 0.0 -0.6 1.1
C -1.0 0.6 0.5
C -1.0 0.1 1.5
C -1.0 1.1 -0.7
C -0.4 -0.7 1.8
C -0.1 -1.2 -1.5
C -1.5 0.8 -0.9
C 1.6 -1.6 1.5
C -1.7 0.0 0.9
C -0.1 0.3 -1.2
C 0.7 0.2 0.3
C 0.8 -0.2 -0.8
C 0.3 0.5 0.9
C 1.4 0.8 -0.1
C 0.4 -0.9 -0.4
C 0.2 -0.7 -0.7
C 0.3 -0.5 -1.6
C -0.6 0.3 -0.6
C -0.2 0.2 0.0
C -0.1 -0.9 2.2
C 0.0 -0.3 1.4
C 0.2 -0.2 -2.8
C 2.5 0.7 0.9
C -0.5 -0.8 -0.6
H 0.3 -1.0 0.1
H -0.3 1.4 -0.3
H -0.1 0.1 -0.2
H 0.3 0.7 -0.2
H 0.2 0.5 -1.4
H -0.5 0.7 0.6
H -0.2 0.6 0.2
H -0.4 0.1 0.1
H -0.8 -1.2 0.6
H 0.1 0.1 0.6
H 0.1 0.5 0.7
H -0.1 -0.1 0.6
H 0.3 0.1 0.2
H -0.3 -0.1 -0.4
H 1.0 0.5 0.7
H -0.4 0.0 -0.1
H 0.5 0.5 0.1
H -0.1 0.0 0.0
H 0.4 0.3 0.6
H 0.1 0.3 0.3
H 0.3 0.1 0.1
H 0.7 0.1 -0.1
H -0.5 0.0 0.9
H 0.6 -0.1 0.2
H -0.5 0.1 -0.4
H 0.4 0.5 -0.8
H -0.6 0.9 0.7
H -1.0 -0.7 0.1
H -0.5 0.0 -0.2
H -0.4 0.5 0.7
H 0.0 -0.1 -0.6
H 0.6 0.2 -0.6
H 0.2 -0.6 0.0
H 0.4 0.1 -0.2
H -0.2 0.2 -0.4
H 0.0 0.4 -0.6
H 0.2 -0.5 -0.1
H -0.4 0.1 -0.2
H -0.4 0.0 -0.4
H 0.0 0.1 0.0
H -0.5 0.9 -0.2
H -0.4 0.2 0.2
H -0.3 -0.9 -0.1
H 1.2 0.9 -1.0
H -0.7 -0.2 0.0
H 0.2 0.0 0.3
H 0.1 -0.1 -0.2
H 0.1 0.2 0.6
H -0.1 -0.5 -0.6
H -0.3 0.3 0.0
H -0.5 0.0 0.0
H 0.3 -0.1 0.0
H 0.3 0.0 0.3
H -0.3 0.1 -0.3
H -0.2 0.0 0.0
H 0.3 0.1 0.7
H 0.2 0.1 -0.4
H 0.1 0.4 0.0
H -0.6 0.2 0.1
H -0.2 -0.4 -0.3
H 0.2 -0.1 -0.3
H 0.4 -0.3 -0.4
H 0.2 -0.2 -0.5
H -0.5 -0.4 0.2
H 0.1 0.2 0.1
H -0.6 0.0 0.3
H 0.0 0.5 -0.2
H 0.4 -0.2 0.1
H -0.7 0.7 0.2
H 0.6 0.1 -0.2
H -0.2 1.0 0.3
H -0.1 0.0 0.2
H 0.1 0.3 0.4
H 0.1 -0.9 0.6
H 0.7 0.3 0.6
H 0.4 -0.4 -0.1
H -0.4 0.2 0.2
H -0.5 0.0 -0.3
H -0.1 -0.7 0.1
H -0.3 -0.1 -0.2
H -0.2 -1.1 0.1
H -0.4 0.0 0.0
H 0.1 -0.1 -0.3
H -0.1 0.7 -1.0
H 0.0 -0.1 -0.2
H 0.2 0.5 0.0
H 1.1 0.2 0.2
H 0.6 -0.2 0.4
H -0.2 0.6 0.9
H -0.1 -0.5 -0.3
H -0.5 0.1 0.6
H -0.2 -0.2 -0.5
H -0.1 0.6 0.0
H 0.0 0.2 0.5
H -0.2 0.3 0.1
H -1.0 0.6 0.4
H 0.5 0.3 0.5
H -0.3 0.0 0.0
H 0.0 0.1 -0.3
H -0.4 0.4 0.4
H 0.2 -0.7 0.1
H -0.3 -0.8 -1.0
H -0.1 0.1 0.7
H -0.3 0.2 -0.9
H 0.5 0.2 -0.4
H 0.6 -0.1 0.2
H -0.6 -0.3 1.5
H 0.6 0.2 0.5
H 0.2 -0.3 -0.1
H -0.7 0.1 -0.4
H -0.9 0.4 0.2
H 0.3 0.2 -0.4
H -0.1 -0.7 -0.4
H -0.2 -0.4 -0.1
H -1.0 0.3 1.7
H 0.1 0.1 -0.1
H 0.5 -0.2 -0.7
H -0.1 -0.5 -0.3
H -0.5 0.2 -1.5
H 0.0 0.4 0.7
H 0.1 0.0 0.4
H 0.3 0.2 0.1
H 0.1 0.7 -1.2
H 0.3 0.4 -0.5
H 0.2 0.4 0.0
H -0.7 0.0 0.3
H 0.5 -0.2 -0.2
H 0.7 -0.4 0.6
H -0.5 0.3 0.2
H 0.3 0.0 0.7
H -0.2 -0.2 0.0
H 0.2 -0.8 -0.5
H -0.2 0.2 -0.7
H -0.4 0.2 0.7
H 0.5 0.6 0.2
H -0.5 0.1 0.6
H -0.6 0.0 0.2
H 0.1 -0.6 -0.5
H -0.1 0.2 0.4
H 0.2 0.0 0.0
H 0.2 0.1 0.2
H 0.4 -0.1 0.8
H -0.6 -0.7 -0.6

***

[2]
This record from the Open Molecules 2025 dataset describes an isolated molecule of C5H7ClF2 in a non-equilibrium geometry. The level of theory is the ωB97M-V functional and the def2-TZVPD basis.

* LUMO: 0.890 eV
* strongest force on any atom: 2.8 eV Å⁻¹
* SMILES: CC[C@@]1(Cl)CC1(F)F
* orbital gap: 0.4057 hartree
* energy above the lowest of the compared OMol25 structures with the same formula, charge and spin: 72.29 kJ/mol
* energy: -23254.3831 eV
* E_HOMO: -0.373 Eh

Element x y z (Å)
Cl1 0.182228 2.427472 -0.286825
F1 1.968586 -1.109692 -0.657699
F2 2.865378 0.884901 -0.256477
C1 0.989274 0.109276 1.165762
C2 1.754010 0.057946 -0.133620
C3 0.428932 0.640562 -0.272797
C4 -0.680117 -0.141546 -0.928462
C5 -1.721066 -0.526639 0.120374
H1 -1.928082 0.329670 0.657948
H2 -0.334441 -1.066384 -1.396823
H3 -2.599340 -0.829352 -0.424079
H4 0.302558 -0.688677 1.656670
H5 -1.370341 -1.405277 0.671734
H6 -1.086276 0.430500 -1.791380
H7 1.228694 0.887247 1.875669

Force components x, y, z for each atom (eV/Å):
Cl 0.3 -0.9 -0.3
F 0.7 -1.5 -1.1
F -1.1 -1.1 0.1
C -2.0 -0.4 -0.7
C 1.0 1.9 1.8
C -0.4 0.8 1.4
C -0.2 -0.2 -0.5
C 0.4 -1.5 -2.3
H -0.6 1.4 1.7
H 0.5 0.1 0.1
H -0.6 -0.2 0.0
H 1.9 1.0 -1.3
H -0.2 0.5 0.3
H 0.1 -0.1 0.8
H 0.2 0.2 -0.3

***

[3]
This record from the Open Molecules 2025 dataset describes a cluster of 2 separate species, C2H7N4O in total in a non-equilibrium geometry. The level of theory is the ωB97M-V functional and the def2-TZVPD basis.

* LUMO (spin up / spin down): -4.659 / -5.002 eV
* charge: +1
* strongest force on any atom: 4.2 eV Å⁻¹
* orbital gap (spin up / spin down): 0.2945 / 0.2630 hartree
* energy above the lowest of the compared OMol25 structures with the same formula, charge and spin: 682.48 kJ/mol
* energy: -10182.2200 eV
* E_HOMO (spin up / spin down): -0.466 / -0.447 Eh

Element x y z (Å)
O1 -0.443496 -0.522789 0.054971
N1 2.746036 0.057724 -0.151718
N2 3.218469 -0.965773 0.127487
N3 -1.299832 1.542547 0.219980
N4 2.007444 1.011487 -0.067222
C1 -0.317931 0.771516 -0.043838
C2 -1.713274 -1.231190 -0.044064
H1 -2.231107 1.088505 0.444888
H2 2.327525 1.992447 -0.250953
H3 -1.136339 2.549944 0.034855
H4 2.879587 -1.949395 -0.113742
H5 -1.458828 -2.217296 0.278943
H6 -2.176044 -1.350341 -1.083367
H7 -2.402215 -0.777392 0.593786

Force components x, y, z for each atom (eV/Å):
O 0.1 -0.4 -1.1
N -2.1 3.5 0.9
N 1.1 -3.3 -0.4
N -2.1 0.7 -0.1
N 1.2 -0.6 -0.2
C 1.9 -0.7 -0.2
C 0.3 -0.5 -1.7
H 1.1 1.6 -0.3
H -0.4 -1.3 -0.3
H -0.9 -1.1 0.5
H 0.0 1.7 0.2
H -0.1 -0.5 0.4
H 1.1 0.7 1.1
H -1.3 0.4 1.2